Record 1
Entry from the Open Molecules 2025 dataset: an isolated molecule of C22H30N2O5 (wB97M-V/def2-TZVPD).

As for the HOMO energy: -8.69 eV. As for the SMILES: CCCc1cc(=O)oc2cc(C)cc(OCC(=O)NCCCN3CCOCC3)c12. For the energy relative to the best compared isomer or geometry (same formula, charge and spin), the calculation gives 35.20 kcal/mol. The calculation puts the HOMO-LUMO gap at 0.320 Ha.

Geometry as ORCA input:
```
! wB97M-V def2-TZVPD RIJCOSX def2/J DEFGRID3
* xyz 0 1
C 3.7915 2.1258 -3.2336
H 4.1402 1.4157 -2.4873
C 2.2721 2.1083 -3.3333
C 1.5983 2.4981 -2.0087
C 1.8725 1.4811 -0.9430
C 2.8005 1.7689 0.0017
C 3.2214 0.8383 1.0208
O 4.0255 1.0602 1.8924
O 2.6564 -0.4075 0.9626
C 1.6851 -0.7196 0.0789
C 1.1484 -1.9950 0.2128
C 0.1363 -2.4147 -0.6247
C -0.3358 -1.5375 -1.5979
C 0.1804 -0.2624 -1.7427
C 1.2327 0.1840 -0.9032
O -0.3117 0.6263 -2.6573
C -1.4478 0.2711 -3.4149
C -2.6841 -0.0121 -2.5471
O -3.5399 -0.8014 -2.8802
N -2.7118 0.7211 -1.4186
H -1.9205 1.3146 -1.2198
C -3.6123 0.4382 -0.3263
H -4.0267 1.3779 0.0501
C -2.9148 -0.3265 0.8040
H -3.6831 -0.7054 1.4777
C -1.9281 0.5515 1.5752
N -1.0051 -0.2241 2.3850
C 0.0105 0.6332 2.9802
C 1.0022 -0.2097 3.7804
O 0.3486 -0.9422 4.7907
C -0.6276 -1.7765 4.2222
C -1.6682 -0.9737 3.4412
H -2.3848 -1.6647 2.9969
H -2.2013 -0.3000 4.1359
H -1.0990 -2.3111 5.0491
H -0.1523 -2.4989 3.5408
H 1.7327 0.4297 4.2773
H 1.5257 -0.8966 3.1029
H 0.5419 1.1610 2.1845
H -0.4463 1.3835 3.6508
H -2.4896 1.2835 2.1865
H -1.3106 1.1146 0.8678
H -2.3736 -1.1756 0.3839
H -4.4192 -0.1683 -0.7430
H -1.6480 1.1393 -4.0500
H -1.2584 -0.5928 -4.0617
H -1.1349 -1.8753 -2.2376
C -0.4486 -3.7844 -0.4960
H 0.1890 -4.5082 -1.0038
H -0.5155 -4.0750 0.5496
H -1.4377 -3.8312 -0.9444
H 1.5387 -2.6353 0.9868
H 3.2959 2.7268 0.0247
H 0.5276 2.6038 -2.1733
H 1.9955 3.4623 -1.6853
H 1.9519 2.8149 -4.1015
H 1.9354 1.1154 -3.6322
H 4.2346 1.8612 -4.1907
H 4.1460 3.1159 -2.9552
*
```



Record 2
Entry from the Open Molecules 2025 dataset: a structure of composition C9H13N2O12S4 at a distorted geometry (wB97M-V/def2-TZVPD).

As for the HOMO energy: -4.99 eV. For the energy relative to the best compared isomer or geometry (same formula, charge and spin), the calculation gives 42.81 kcal/mol. The calculation puts the HOMO-LUMO gap at 0.250 Ha.

Geometry as ORCA input:
```
! wB97M-V def2-TZVPD RIJCOSX def2/J DEFGRID3
* xyz -1 1
O -5.6991 1.6213 1.7346
S -5.5178 0.1672 1.7427
O -6.1217 -0.4848 0.5755
N -3.9178 -0.2774 1.8769
S -2.9239 0.7624 1.0002
O -3.4988 1.1015 -0.3041
O -2.6592 1.9425 1.8470
C -1.3900 -0.2230 0.8107
C -1.2272 -1.1050 -0.3607
C 0.0338 -1.8408 -0.3181
C 1.0271 -1.7480 0.7315
N 0.8547 -0.9009 1.7817
C -0.3079 -0.2197 1.7670
H -6.1120 -0.3375 2.8832
H -1.9886 -1.2087 -1.1581
H 0.2401 -2.5691 -1.1582
H 1.9528 -2.3711 0.6914
H -0.4726 0.4575 2.6459
C 0.5618 5.2412 1.1569
C -0.3322 4.9868 2.3550
O 0.1847 3.7972 2.9486
S 1.7785 3.7375 2.7267
O 2.4158 4.2245 3.9045
O 2.1011 2.4839 2.1374
O 1.8797 4.8801 1.5881
H 0.2896 4.5965 0.3178
H 0.5377 6.2818 0.8367
H -1.3763 4.8544 2.0758
H -0.2511 5.7944 3.0884
C 3.7465 -3.5787 -3.9369
C 3.3157 -4.7976 -3.1433
O 1.9967 -4.4917 -2.6895
S 1.2587 -3.5634 -3.7876
O 0.4476 -4.3950 -4.6068
O 0.7579 -2.4079 -3.1303
O 2.5737 -3.1516 -4.6321
H 4.0653 -2.7686 -3.2761
H 4.5449 -3.8059 -4.6416
H 3.9743 -5.0000 -2.3009
H 3.2575 -5.6845 -3.7802
*
```



Values of energy, in order: -36519.125; -80432.010, all in eV.